Molecular formula: C19H35BCsNO11
Method: DFT, ωB97M-V/def2-TZVPD

Net charge   0
Gap between HOMO and LUMO   8.513 eV
HOMO   -9.02 eV
Lowest unoccupied orbital energy   -0.5 eV
Energy above the lowest of the compared OMol25 structures with the same formula, charge and spin   0.0 kJ/mol

Last column: Löwdin charge in e.
Positions of all 68 atoms, in Å:
Cs1 -0.9756 1.6684 -0.1414  1.177
O1 -3.0398 1.1882 1.9303  -0.040
C1 -3.8807 1.8105 2.5311  -0.409
O2 -4.9341 1.3191 3.1122  0.262
B1 -5.7362 2.4146 3.7104  -0.864
O3 -4.8940 3.6501 3.4756  0.239
C2 -3.8197 3.3183 2.8026  -0.416
O4 -2.9178 4.0224 2.4493  0.126
O5 -5.9964 2.1858 5.1171  0.243
C3 -7.2721 2.4495 5.3691  -0.380
O6 -7.7931 2.4695 6.4419  0.164
C4 -7.9685 2.6957 4.0044  -0.378
O7 -7.0282 2.5892 3.0694  0.236
O8 -9.1254 2.9144 3.8186  0.163
C5 -2.5771 5.3319 -2.5395  -0.041
C6 -1.2067 4.7617 -2.7711  -0.497
C7 -0.1562 5.2993 -1.8285  -0.050
O9 -1.2014 3.3418 -2.5849  -0.212
H1 -3.2494 5.0348 -3.3467  0.085
H2 -2.5569 6.4146 -2.4580  0.088
H3 -2.9737 4.9076 -1.6126  0.093
H4 -0.8625 4.9654 -3.7932  0.141
H5 0.8563 4.9981 -2.1217  0.083
H6 -0.2507 4.8496 -0.8311  0.070
H7 -0.1462 6.3823 -1.7438  0.088
H8 -1.8756 2.9048 -3.1151  0.091
C8 3.4143 0.3117 -1.4978  -0.040
C9 2.1662 0.7121 -2.2718  -0.486
C10 2.2710 0.4324 -3.7588  -0.040
O10 1.0134 0.0723 -1.7187  -0.201
H9 4.3057 0.8697 -1.7926  0.088
H10 3.6226 -0.7494 -1.6626  0.067
H11 3.2870 0.5087 -0.4325  0.072
H12 2.0072 1.7822 -2.0985  0.131
H13 1.3871 0.8249 -4.2631  0.081
H14 2.3319 -0.6393 -3.9596  0.077
H15 3.1567 0.9006 -4.1912  0.086
H16 1.1819 -0.8799 -1.6308  0.062
C11 0.9051 -3.5955 2.0828  -0.012
C12 1.4352 -2.4570 1.2109  -0.507
C13 2.8441 -2.0481 1.6145  -0.126
C14 3.8741 -3.1098 1.2720  -0.166
C15 3.8409 -3.6395 -0.1755  -0.116
C16 2.4286 -3.8587 -0.7438  -0.514
N1 1.5409 -2.7913 -0.2423  -0.082
O11 0.2521 -3.0020 -0.8128  -0.038
C17 2.4964 -3.6699 -2.2624  -0.034
C18 1.9657 -5.2935 -0.4780  -0.026
C19 0.4862 -1.2782 1.2968  -0.067
H17 0.8069 -3.2355 3.1101  0.097
H18 1.4988 -4.4988 2.0625  0.063
H19 -0.1294 -3.8507 1.8140  0.092
H20 3.0846 -1.1166 1.1006  0.102
H21 2.8948 -1.8848 2.6941  0.131
H22 3.8051 -3.9669 1.9551  0.110
H23 4.8858 -2.7487 1.4872  0.115
H24 4.3725 -4.5904 -0.1243  0.120
H25 4.3875 -2.9704 -0.8406  0.109
H26 1.5730 -3.9781 -2.7601  0.088
H27 2.6534 -2.6257 -2.5395  0.060
H28 3.2883 -4.2811 -2.7000  0.094
H29 0.9254 -5.4502 -0.7497  0.084
H30 2.5975 -5.9711 -1.0586  0.093
H31 2.1742 -5.6066 0.5465  0.073
H32 0.2239 -0.9230 2.2960  0.103
H33 -0.4416 -1.4774 0.7688  0.077
H34 0.9438 -0.4140 0.8025  0.029
H35 -0.1771 -3.7003 -0.2934  0.089